(1)
A molecular structure, C13H24F2N2O15S2Zn, computed with wB97M-V/def2-TZVPD.

The geometry in XYZ format:
```
59
Properties=species:S:1:pos:R:3:mulliken_charge:R:1
H -2.277 -6.191 -0.937 0.24
O -2.902 3.102 4.652 -0.31
H -3.974 3.601 2.882 0.32
N 2.984 0.428 0.798 -0.22
O -1.536 -4.188 0.698 -0.37
O 4.607 2.195 -0.242 -0.58
H 3.360 -1.842 -4.576 0.33
H -0.011 1.216 -8.099 0.28
O -2.438 4.762 -3.462 -0.32
H 4.637 -5.100 7.632 0.26
O 3.968 -1.110 2.793 -0.57
F 3.737 -1.900 0.595 -0.26
C -2.435 1.826 4.338 0.80
H 1.279 0.107 -8.222 0.28
H -3.521 1.213 -3.940 0.27
O -3.116 -3.286 -0.433 -0.50
C 4.307 -4.409 8.407 -0.68
C -1.851 -0.202 5.388 -0.67
C -2.994 -5.802 -0.214 -0.88
N 1.863 -4.891 9.236 -0.37
S 4.216 -0.632 1.439 1.02
O 1.085 -1.193 -4.411 -0.59
H 1.421 1.562 -7.242 0.30
H -0.577 5.150 -2.301 0.30
H -2.663 4.669 3.376 0.28
O 5.627 -0.448 1.071 -0.52
O -2.224 1.154 5.463 -0.29
H -0.825 -0.175 5.753 0.29
O -2.224 1.459 3.214 -0.58
C 0.760 0.734 -7.498 -0.64
C 3.475 -1.564 -5.624 -0.71
O 0.410 0.104 -6.273 -0.29
Zn -0.415 -0.461 -0.071 1.06
H -5.132 1.785 -4.270 0.23
O -2.028 2.839 -2.331 -0.64
H 4.437 -1.073 -5.773 0.27
F 2.587 2.596 0.875 -0.26
C -4.295 1.892 -3.580 -0.57
O 2.429 -0.883 -6.285 -0.29
H -4.055 -5.924 -0.432 0.32
H -3.057 -6.426 0.677 0.34
H -4.093 4.615 4.353 0.24
H -1.995 -0.741 4.452 0.31
S 3.898 1.706 0.951 1.00
H 4.991 -4.613 9.231 0.25
C -3.436 3.995 3.745 -0.66
H -1.122 6.391 -3.043 0.32
H -2.312 -0.832 6.148 0.27
H -4.540 1.580 -2.565 0.27
C -1.118 5.318 -3.233 -0.74
H -0.395 4.971 -3.971 0.31
C -2.732 3.570 -3.049 0.86
O 4.526 1.840 2.291 -0.53
C -2.580 -4.341 0.048 0.77
O -3.832 3.207 -3.590 -0.31
C 1.285 -0.775 -5.584 0.78
H 4.260 -3.364 8.099 0.25
C 2.954 -4.741 8.845 0.29
H 3.603 -2.481 -6.199 0.28
```

E_LUMO, eV: -6.9
Kohn-Sham gap, eV: 2.29
Spin multiplicity: 1
HOMO energy, eV: -9.207
Charge: 0

---

(2)
A molecular structure, C13H25BBrCaCl3CsF4NO5, computed with wB97M-V/def2-TZVPD.

The geometry in XYZ format:
```
55
Properties=species:S:1:pos:R:3:mulliken_charge:R:1
C 5.048 0.478 -1.545 -1.01
N -2.256 2.864 -2.373 -0.55
C 2.489 -0.278 0.253 -0.74
F -0.188 -4.815 0.106 -0.33
H -3.592 -0.666 0.856 0.45
H -6.270 -1.525 1.277 0.24
H 5.882 0.976 -2.236 0.36
H 6.005 3.002 -1.116 0.30
C -5.266 1.226 4.087 0.01
O -3.109 1.199 -0.785 -0.46
H 0.195 2.292 -1.228 -0.06
Cl 3.415 3.709 1.647 -0.70
O -4.287 -1.025 1.434 -0.43
C 3.196 1.193 0.385 -0.80
H 5.714 2.327 0.631 0.30
C -2.067 1.960 -1.151 0.25
C 0.980 -0.256 -0.424 0.94
H -5.660 1.683 3.176 0.23
Cs -1.685 -3.163 3.059 0.99
H -1.438 3.499 -2.501 0.30
H -5.748 -0.132 0.293 0.26
H 3.509 2.182 -1.756 -0.09
F -0.383 -5.345 -2.199 -0.41
H 3.128 -1.099 -0.281 0.47
F 1.762 -5.045 -1.228 -0.43
H 0.099 0.764 1.524 0.39
C 0.477 -1.815 -0.082 -0.32
H -5.291 -1.795 -0.189 0.24
H 4.625 3.773 0.069 0.25
Br -2.570 -2.319 0.817 -1.01
H 1.461 -2.473 0.073 0.31
H 3.791 1.286 1.397 0.45
O -0.360 -2.375 -1.166 0.00
H 4.333 -0.189 -2.224 0.15
H 5.495 -0.231 -0.729 0.23
C -5.466 -1.123 0.655 -0.70
H -3.071 3.504 -2.161 0.31
O -0.754 -1.626 -3.406 -0.60
Ca 0.291 0.722 -3.437 1.20
H -4.844 0.245 3.855 0.09
C 5.165 2.808 -0.312 -1.18
H 2.305 1.984 0.459 0.07
C -0.116 -1.379 -2.259 0.67
Cl -3.993 2.260 4.746 -0.17
Cl -6.585 1.025 5.247 -0.17
B 0.415 -5.540 -1.000 0.53
C -0.603 1.992 -0.398 -0.15
O 0.847 -0.300 -1.891 -0.41
H 2.325 -0.670 1.369 0.30
H -1.157 -0.106 0.400 -0.35
H -0.614 2.845 0.430 0.37
C 4.106 1.653 -0.897 0.76
H 0.053 -1.808 1.022 -0.17
C -0.208 0.601 0.383 0.18
F 0.467 -6.957 -0.679 -0.39
```

E_LUMO, eV: -4.2
Kohn-Sham gap, eV: 2.82
Spin multiplicity: 1
HOMO energy, eV: -6.983
Charge: 0

---

(3)
A molecular structure, C13H25CeCl3O2Si, computed with wB97M-V/def2-TZVPD.

The geometry in XYZ format:
```
45
Properties=species:S:1:pos:R:3:mulliken_charge:R:1
H -4.328 1.566 -1.027 0.28
C -2.330 -0.972 -1.550 0.45
C 4.096 -0.853 4.170 -1.05
Si 2.801 0.337 3.500 0.45
C -1.688 2.514 -2.681 -1.68
C -2.577 0.426 -1.462 0.60
Cl 1.892 1.015 -1.356 -0.69
H 2.641 1.710 5.582 0.33
H -0.641 2.796 -2.847 0.32
H 0.152 -2.471 -3.244 0.33
H 1.242 1.991 4.514 0.25
C -1.789 1.061 -2.450 0.66
Ce 0.612 -0.611 0.853 1.36
H -1.389 -2.782 -4.071 0.24
C -2.862 -1.977 -0.630 -1.34
H 4.008 1.229 1.477 0.30
Cl -0.653 1.637 1.397 -0.53
C -0.136 0.288 -4.278 -1.55
C -3.481 1.094 -0.504 -1.50
H -3.822 -1.694 -0.189 0.40
H -2.197 -2.035 0.257 0.06
H -2.061 3.059 -1.814 0.37
H 1.325 0.517 5.496 0.29
H -1.157 -3.304 -2.385 0.31
Cl 1.554 -2.700 -0.378 -0.52
H 4.719 -1.249 3.356 0.26
H -2.940 1.864 0.050 0.27
H 4.327 2.232 2.918 0.33
H -2.271 2.812 -3.563 0.24
H 0.385 1.235 -4.137 0.32
H 4.747 -0.377 4.910 0.31
C -0.933 -2.512 -3.106 -1.63
C -1.084 0.053 -3.173 0.53
C 1.921 1.225 4.915 -0.99
C 3.554 1.665 2.380 -0.99
H -0.695 -2.915 1.333 0.29
O -0.853 -1.951 1.413 -0.82
H 3.594 -1.709 4.646 0.28
H -0.657 0.310 -5.246 0.28
H -2.854 -2.990 -1.039 0.45
O 1.733 -0.571 2.644 -0.66
H 0.615 -0.509 -4.308 0.29
C -1.429 -1.205 -2.628 0.51
H -3.879 0.378 0.217 0.29
H 2.784 2.372 2.039 0.29
```

E_LUMO (alpha / beta), eV: 4.6 / 4.6
Kohn-Sham gap (alpha / beta), eV: 4.12 / 4.10
Spin multiplicity: 1
HOMO energy (alpha / beta), eV: 0.452 / 0.466
Charge: -2

---

(4)
A molecular structure, C13H25Cl2F3N9O2Si2TcTe, computed with wB97M-V/def2-TZVPD.

The geometry in XYZ format:
```
58
Properties=species:S:1:pos:R:3:lowdin_spin:R:1
C -1.756 -0.159 -7.959 0.00
C 3.829 2.952 -3.392 0.00
H 1.870 1.253 -0.286 0.02
C -2.331 2.274 0.926 -0.01
H -3.024 1.309 -4.391 0.00
C 2.737 1.687 -0.791 0.02
N 1.325 -3.104 -2.204 0.00
H 1.904 0.952 -4.605 0.00
Si -1.547 0.546 -6.263 0.00
Te -0.314 0.305 -3.345 0.00
H 2.511 -3.917 -0.133 0.00
Si 2.342 2.296 -2.499 0.00
H -1.060 2.975 -6.596 0.00
H 1.149 4.322 -1.739 0.00
N 1.732 -1.239 2.994 0.01
Cl -1.942 0.840 -0.133 0.04
Cl -0.931 3.285 1.165 0.01
N 0.606 -2.359 -2.955 0.03
H -2.337 -1.084 -7.921 0.00
H 3.605 3.174 -4.439 0.00
H 0.915 4.084 -3.468 0.00
N 1.337 -1.476 1.708 0.02
H 3.087 2.511 -0.161 0.00
H 4.662 2.243 -3.365 0.00
N 0.471 -1.492 -0.895 0.01
C 0.963 3.565 -2.506 0.00
C 1.739 0.778 -3.539 0.00
H -0.025 3.148 -2.292 0.00
C -2.200 -1.668 3.177 0.01
H -2.290 0.545 -8.606 0.00
N 2.632 -2.105 3.293 0.02
H -0.236 2.396 -5.165 0.00
N 2.871 -2.941 2.244 0.01
H -0.792 -0.378 -8.424 0.00
H 3.526 0.930 -0.809 0.00
C 2.066 -2.521 1.315 0.02
N 0.051 -1.402 -2.221 -0.01
C -1.723 -0.212 3.428 0.01
C -3.162 0.818 -5.358 0.00
O -0.880 0.221 2.539 0.07
H -3.674 -0.134 -5.184 0.00
H -2.686 1.887 1.873 0.00
H -3.090 2.826 0.389 0.00
H 2.244 -0.151 -3.260 0.00
C -0.593 -0.712 -5.162 0.00
C -0.514 2.119 -6.193 0.00
O -2.211 0.405 4.335 0.00
F -2.852 -1.689 1.967 0.01
C 1.271 -2.565 -0.953 0.03
H 4.172 3.879 -2.922 0.00
N 1.979 -3.078 0.046 0.02
Tc -0.146 -0.495 0.793 2.64
H 0.414 2.019 -6.765 0.00
H -3.840 1.449 -5.939 0.00
F -3.026 -2.118 4.089 0.00
F -1.174 -2.529 3.055 0.01
H 0.371 -1.045 -5.536 0.00
H -1.217 -1.579 -4.942 0.00
```

E_LUMO (alpha / beta), eV: -5.0 / -5.0
Kohn-Sham gap (alpha / beta), eV: 6.61 / 5.96
Spin multiplicity: 4
<S²>: 3.766
HOMO energy (alpha / beta), eV: -11.566 / -10.928
Charge: +1

---

(5)
A molecular structure, C13H25Cl2LiMg2N2O19PS2, computed with wB97M-V/def2-TZVPD.

The geometry in XYZ format:
```
67
Properties=species:S:1:pos:R:3:mulliken_charge:R:1
H -0.778 1.556 2.189 0.35
H -4.588 4.502 0.187 0.23
C 5.121 3.591 1.353 -0.89
O 1.418 0.679 0.235 -0.48
O -7.593 -5.713 -1.416 -0.71
N 4.513 1.457 -1.610 -0.53
H -0.866 4.084 -0.176 0.29
H -3.364 5.107 -0.753 0.23
C -3.267 -2.964 -2.850 0.69
O 7.459 -0.743 -0.622 -0.48
Cl -4.922 -3.277 -3.345 0.10
H -1.672 -4.539 1.707 0.47
Li -1.910 -6.455 1.020 0.47
H -1.862 3.519 -1.502 0.42
H 6.957 2.974 0.423 -0.08
C -2.803 3.531 0.454 -0.49
C 5.669 3.728 -1.131 -0.44
H -2.043 -2.814 1.429 0.17
C 5.015 2.449 -1.411 0.22
C -2.077 -3.810 0.996 -0.72
C -6.693 -4.693 1.467 -0.64
H -7.011 -3.753 1.911 0.30
C 6.211 3.761 0.302 0.12
O -1.617 -0.627 -0.954 -0.52
H -3.423 2.638 0.452 0.37
H -6.688 -5.482 2.219 0.31
O 8.321 0.951 -2.136 -0.49
H -1.739 1.416 0.315 0.47
H -1.458 -3.817 0.099 0.21
H -3.205 -1.992 -2.374 0.17
C -1.030 1.943 -0.310 -0.04
H -2.403 3.640 1.461 0.18
O -0.891 1.375 -1.610 -0.43
C -1.607 3.356 -0.470 -0.68
O -5.429 -4.555 0.812 -0.09
S 8.454 0.322 -0.813 1.26
O 7.289 4.308 3.460 -0.32
Cl -2.128 -3.026 -4.197 -0.19
N -3.606 4.701 0.135 -0.57
H 6.481 3.864 -1.846 0.33
O 1.307 3.217 0.501 -0.66
H 6.719 4.715 0.464 0.36
H 2.051 0.969 -0.446 0.33
O -7.527 -3.299 -1.576 -0.64
C 7.580 3.702 4.522 0.85
C -0.971 0.054 -1.655 0.10
O 6.530 3.413 5.148 -0.30
P 0.567 1.980 0.606 0.99
H 4.942 4.527 -1.286 0.36
Mg -0.247 -6.587 -1.015 -0.21
O -3.381 -4.164 0.573 -0.09
Mg -2.977 -5.505 -1.917 0.82
H -2.981 -3.733 -2.129 -0.96
O -4.254 -4.024 2.674 -0.56
O 9.793 -0.278 -0.728 -0.51
H -7.388 -4.964 0.677 0.17
O -8.857 -4.574 -3.118 -0.62
O 8.717 3.439 4.893 -0.39
H 4.627 2.621 1.266 0.29
O 8.255 1.348 0.222 -0.50
H 4.358 4.369 1.265 0.33
C -4.377 -4.228 1.497 0.56
S -7.605 -4.561 -2.343 1.34
H 5.551 3.648 2.349 0.07
O -6.434 -4.647 -3.240 -0.63
O 0.159 1.773 2.149 -0.54
H -0.392 -0.404 -2.452 0.47
```

E_LUMO, eV: -3.8
Kohn-Sham gap, eV: 0.88
Spin multiplicity: 1
HOMO energy, eV: -4.694
Charge: -1